No. 1
{"formula": "C33H52N3O17", "method": "wB97M-V/def2-TZVPD", "charge": -1, "homo_ha": -0.199, "homo_lumo_gap_ev": 4.8, "e_lumo_ev": -0.59, "elements": ["C", "C", "O", "N", "H", "H", "C", "H", "H", "H", "H", "H", "H", "N", "O", "O", "O", "N", "O", "O", "O", "C", "C", "C", "O", "H", "H", "H", "H", "H", "H", "H", "H", "C", "C", "C", "O", "H", "H", "H", "H", "H", "H", "H", "H", "C", "C", "C", "O", "H", "H", "H", "H", "H", "H", "H", "H", "C", "C", "C", "O", "H", "H", "H", "H", "H", "H", "H", "H", "C", "C", "C", "O", "C", "C", "C", "O", "H", "H", "H", "H", "C", "C", "C", "O", "C", "C", "C", "O", "H", "H", "H", "H", "C", "C", "C", "O", "C", "C", "C", "O", "H", "H", "H", "H"], "coordinates": [[33.63600, 35.26000, 30.06300], [32.22900, 34.66700, 29.70700], [31.92300, 33.55200, 30.06000], [31.43400, 35.42100, 28.67400], [31.65100, 36.33500, 28.37700], [31.53400, 35.12900, 27.92500], [29.91400, 35.25900, 28.94000], [33.98100, 34.80900, 31.06100], [33.38000, 36.38000, 30.18600], [34.25400, 35.44500, 29.22600], [29.88300, 34.10900, 28.90300], [29.38100, 35.58400, 28.01400], [29.81100, 35.75600, 29.76700], [33.54700, 38.08500, 28.04700], [34.62700, 38.34200, 28.54500], [33.43600, 37.20600, 27.12500], [32.58900, 38.21300, 28.79600], [33.18700, 34.16700, 25.86900], [31.97100, 34.32300, 26.32300], [34.18300, 34.18900, 26.75000], [33.51800, 34.59100, 24.75000], [36.61400, 39.65400, 31.17700], [36.78400, 38.13700, 31.13100], [37.54200, 37.53300, 32.36200], [35.49900, 37.57400, 31.19900], [36.30600, 39.85000, 30.02400], [37.60900, 40.18000, 31.24300], [36.00200, 40.17100, 31.91800], [37.14700, 37.69000, 30.22600], [37.12300, 37.43900, 33.37800], [38.29200, 38.16000, 32.60100], [37.80700, 36.44600, 32.19100], [35.44000, 37.90100, 30.25400], [28.37200, 40.65800, 27.98800], [29.70500, 40.59200, 28.32300], [30.16900, 41.76300, 29.19400], [29.91600, 39.52400, 29.16700], [28.20700, 41.18200, 27.08700], [27.73900, 41.43200, 28.52600], [27.96400, 39.74300, 27.69900], [30.54300, 40.65200, 27.48100], [29.66700, 41.89800, 30.10200], [29.81200, 42.78300, 28.77300], [31.29100, 41.39700, 29.37900], [30.79300, 39.07000, 29.10400], [29.70900, 29.50700, 32.47200], [29.74900, 30.92400, 32.14600], [29.00700, 31.41900, 30.97200], [29.44600, 31.59400, 33.18600], [28.84500, 29.01400, 32.65900], [30.43000, 29.23300, 33.32300], [29.90600, 28.74000, 31.70800], [30.89300, 31.15200, 31.86000], [28.05900, 31.15300, 31.36500], [29.12400, 30.72100, 30.20800], [28.94400, 32.34800, 30.70300], [30.21100, 31.47100, 33.72100], [33.34900, 30.26800, 34.52500], [32.97100, 31.72400, 34.51200], [33.22500, 32.36300, 33.17300], [31.51500, 31.78400, 34.79900], [32.71500, 29.60600, 33.65500], [33.23800, 29.82200, 35.52200], [34.37600, 30.35100, 34.18300], [33.37000, 32.50900, 35.08500], [34.12100, 31.82700, 32.98100], [33.28400, 33.42900, 33.17600], [32.65800, 31.76100, 32.51400], [31.44100, 31.46000, 35.70600], [31.05200, 37.18900, 34.14500], [31.14900, 38.38000, 35.17900], [31.47500, 39.75600, 34.66400], [31.42300, 40.73200, 35.44400], [31.77000, 39.90700, 33.20900], [31.79900, 38.73200, 32.28800], [31.51400, 37.36500, 32.77400], [31.60400, 36.34000, 32.09400], [30.76300, 36.25300, 34.52400], [31.06700, 38.33600, 36.12700], [31.90000, 41.09100, 32.79900], [32.07600, 38.82600, 31.41200], [27.62800, 30.68000, 26.94600], [27.70100, 29.15300, 26.90900], [29.14700, 28.57600, 26.78600], [29.37800, 27.29700, 26.74200], [30.28800, 29.48800, 26.60900], [30.06900, 30.97200, 26.80700], [28.75800, 31.55900, 27.06300], [28.75700, 32.76800, 27.17100], [26.71400, 30.95300, 27.09300], [26.87100, 28.49000, 27.03900], [31.33600, 29.16900, 26.75600], [30.99100, 31.50200, 26.80200], [37.08400, 31.63200, 31.26400], [36.65400, 33.03400, 30.84300], [37.56300, 33.89300, 29.98800], [37.27000, 35.03100, 29.54800], [38.94900, 33.40100, 29.67500], [39.30600, 31.97100, 30.10500], [38.33400, 31.06700, 30.82700], [38.79300, 29.99900, 31.09800], [36.28500, 31.09800, 31.69900], [35.55000, 33.11600, 30.89500], [39.50200, 33.96400, 28.94800], [40.11500, 31.57400, 29.80200]], "forces_ev_per_a": [[-3.627, 2.195, 1.957], [3.961, -1.474, -0.072], [-0.977, 2.019, -0.660], [-4.688, 5.062, 16.032], [1.249, 2.908, 1.153], [2.939, -8.663, -16.833], [2.491, -4.526, -6.194], [-0.198, 0.760, -1.983], [0.406, -1.441, 0.727], [1.113, -1.126, -1.135], [-0.701, 1.885, 0.837], [0.408, 0.170, 1.067], [-1.667, 2.433, 4.733], [0.898, -5.963, 0.390], [2.573, 1.907, -0.942], [0.143, 2.213, -0.253], [-4.012, 1.855, 1.243], [2.623, 5.782, 2.583], [1.309, -1.891, -1.203], [-2.692, -2.024, -1.083], [-1.510, -2.074, -0.164], [1.977, 1.069, -3.947], [0.231, -0.869, 5.073], [-1.677, -2.563, -0.767], [-0.804, 0.695, -2.457], [0.081, 0.299, 2.828], [-0.621, -0.591, -0.081], [-0.459, -0.865, -0.159], [1.451, 0.616, -0.566], [-1.423, 0.473, -0.658], [3.614, 1.615, 0.285], [0.324, 1.354, -0.265], [-2.925, -1.300, 0.782], [-4.855, 2.835, -1.756], [6.673, 1.821, 1.170], [1.727, 1.081, -1.620], [0.710, -3.228, 0.941], [0.564, 0.745, -1.860], [0.407, -1.805, 0.737], [-1.175, -1.677, 0.526], [-2.145, -0.710, 0.920], [-0.829, -1.019, 1.815], [1.876, -1.174, -0.228], [-2.068, 2.180, -0.246], [-0.648, 0.805, -0.463], [3.343, -3.352, -0.301], [5.478, -0.374, -5.387], [-1.547, -5.905, 2.028], [-2.484, 3.796, 4.472], [-3.765, -0.255, 1.697], [-1.024, 0.620, -1.071], [1.277, 0.732, -0.767], [-1.569, -0.594, 0.417], [-2.057, 0.087, -0.153], [0.479, -0.774, -1.903], [0.641, 5.447, -1.251], [0.783, 0.581, 1.919], [-0.614, -0.728, -1.757], [-3.412, 0.477, -1.064], [0.158, -2.426, 0.645], [0.937, 0.128, 0.426], [1.658, 2.094, 2.550], [0.177, -0.134, -0.452], [0.459, -1.121, 0.330], [1.299, -0.175, 2.307], [1.937, 0.761, -0.641], [-0.309, 0.409, -0.520], [-1.531, 0.692, -1.461], [-0.308, 0.085, -0.153], [0.849, 6.847, 5.798], [0.811, -3.786, -12.031], [-0.499, 0.828, 0.849], [0.268, -1.969, -1.669], [0.143, -1.255, -4.215], [-2.227, 3.610, 11.968], [-0.471, -0.842, -0.145], [0.025, 1.271, 0.058], [-0.240, -1.153, 0.160], [-1.017, -0.907, 6.618], [-0.196, -3.790, 1.148], [2.503, 1.094, -8.702], [3.153, -9.253, 0.023], [3.524, 6.366, 0.106], [0.004, -4.373, -0.870], [-1.435, 4.887, 0.465], [-1.134, 6.276, 2.296], [1.618, -7.814, -0.701], [2.076, 0.427, -1.761], [-1.358, 0.379, 0.707], [-5.361, 2.417, 0.695], [-0.369, -0.059, -0.200], [-0.876, -0.231, -0.756], [0.185, 1.115, 0.078], [-2.438, 6.833, -2.484], [1.456, -6.248, 0.427], [0.298, 2.584, -0.543], [0.049, -2.976, 1.318], [-0.218, -7.209, 2.155], [-8.033, 9.344, -0.388], [2.202, 2.769, -0.079], [-0.322, -2.440, 0.570], [-0.366, -0.943, 0.581], [0.980, 0.904, 0.203], [0.459, 0.252, 0.175], [5.905, -2.819, -1.967]], "mulliken_charge": [-0.03, 0.49, -0.57, 0.71, -0.03, -0.07, -0.74, 0.11, -0.53, 0.68, 0.01, 0.34, 0.54, 0.73, -0.69, -0.59, -0.64, 0.79, -0.67, -0.55, -0.59, -1.15, 0.57, -1.50, -0.25, 0.25, 0.39, 0.27, 0.42, 0.34, 0.51, 0.15, 0.10, -1.56, 0.92, -1.38, -0.58, 0.47, 0.31, 0.38, 0.21, 0.39, 0.36, 0.22, 0.33, -1.67, 2.22, -2.36, -0.61, 0.50, 0.11, 0.39, -0.59, 0.51, 0.47, 0.60, 0.55, -1.02, 0.17, -1.23, -0.55, 0.14, 0.44, 0.36, 0.36, 0.27, 0.38, 0.43, 0.26, -0.59, -0.78, 0.53, -0.58, -0.65, -0.48, 0.18, -0.22, 0.54, 0.64, 0.23, 1.18, -0.63, -0.51, 0.58, -0.59, -0.56, 0.01, 0.31, -0.51, 0.58, 0.41, 0.35, 0.56, -0.59, 0.19, 0.53, -0.42, -0.59, -0.56, 0.30, -0.54, 0.42, 0.22, 0.44, 0.59]}

***

No. 2
{"formula": "C4H10O2", "method": "wB97M-V/def2-TZVPD", "charge": 0, "smiles": "CCC(=O)CO.[H][H]", "homo_ha": -0.379, "homo_lumo_gap_ev": 11.2, "e_lumo_ev": 0.89, "elements": ["C", "C", "C", "O", "C", "O", "H", "H", "H", "H", "H", "H", "H", "H", "H", "H"], "coordinates": [[1.73035, 0.80199, 1.49403], [0.87483, -0.30388, 0.89036], [0.13776, 0.12736, -0.35508], [0.09564, 1.28060, -0.73688], [-0.58212, -0.93963, -1.16635], [-1.28526, -0.36860, -2.22808], [2.25971, 0.43810, 2.37945], [2.46948, 1.16097, 0.77201], [1.11329, 1.65668, 1.78335], [1.47580, -1.18991, 0.64462], [0.11967, -0.65394, 1.60874], [-1.26349, -1.49045, -0.49991], [0.16699, -1.66256, -1.52783], [-1.04416, 0.57559, -2.21132], [-3.29308, 0.35874, -0.09462], [-2.97539, 0.20893, -0.75250]], "forces_ev_per_a": [[0.037, 0.052, 0.033], [0.002, -0.027, 0.002], [-0.008, 0.234, -0.107], [0.028, -0.440, 0.157], [0.106, -0.085, 0.176], [0.080, 0.121, -0.093], [-0.083, 0.051, -0.122], [-0.102, -0.053, 0.100], [0.088, -0.119, -0.045], [-0.091, 0.116, 0.008], [0.078, 0.044, -0.117], [0.090, 0.078, -0.075], [-0.082, 0.107, 0.059], [-0.047, -0.100, -0.050], [0.000, -0.005, -0.021], [-0.097, 0.027, 0.096]], "nbo_charge": [-0.60, -0.51, 0.58, -0.56, -0.17, -0.71, 0.21, 0.22, 0.22, 0.23, 0.23, 0.19, 0.19, 0.49, -0.02, 0.01]}

***

Number 1: DFT total energy -2730.957728 Ha. Number 2: DFT total energy -308.846205 Ha.